# 1
C25H52NO4P in the gas phase. Source: OMol25; level of theory: the ωB97M-V functional and the def2-TZVPD basis.

XYZ file:
```
83
Properties=species:S:1:pos:R:3:forces:R:3:nbo_charge:R:1
C -4.295540 -2.687646 1.010304 -0.069 0.111 0.244 -0.6259
C -5.159530 -1.678150 1.757274 -0.112 0.059 -0.304 -0.3871
C -4.949202 -0.240614 1.280492 0.107 -0.147 0.387 -0.3823
C -3.615150 0.352478 1.728236 -0.323 0.208 -0.362 -0.4091
C -3.417846 1.770723 1.196769 0.318 -0.204 0.340 -0.3792
C -2.023635 2.309056 1.511338 -0.261 0.203 -0.350 -0.4157
C -1.752770 3.646531 0.823265 0.214 -0.030 0.386 -0.3865
C -0.308948 4.124585 0.986603 -0.188 -0.093 -0.357 -0.3742
C 0.695947 3.306891 0.175937 0.138 0.296 0.415 -0.4187
C 2.110473 3.866907 0.314635 -0.050 -0.149 -0.389 -0.3835
C 3.174827 3.008753 -0.372913 -0.040 0.062 0.395 -0.3816
C 3.498999 1.734849 0.405329 0.168 0.081 -0.430 -0.4101
C 4.648066 0.949039 -0.226748 0.035 -0.035 0.375 -0.3849
C 5.045400 -0.274301 0.603594 -0.099 -0.066 -0.344 -0.3772
C 4.012840 -1.395085 0.508250 0.240 0.141 0.299 -0.4128
C 4.143846 -2.434895 1.621047 -0.224 -0.130 -0.259 -0.3914
C 2.933881 -3.374288 1.672458 0.007 0.262 0.187 -0.4226
C 1.734261 -2.768048 2.405481 0.251 -0.914 0.257 -0.0595
O 1.342160 -1.523647 1.880360 -0.477 0.627 -0.443 -0.8200
P 0.186080 -1.430958 0.776592 0.729 -0.385 -0.084 2.5604
O -1.037180 -2.194181 1.127983 0.201 -0.016 -0.002 -1.1711
O 0.081486 0.008157 0.383242 0.085 -0.130 0.184 -1.2034
O 0.991662 -2.263213 -0.456996 -0.226 0.731 1.264 -0.8387
C 0.503712 -2.558102 -1.722021 -0.156 -0.381 -0.950 0.1218
C -1.023515 -2.632537 -1.842646 0.253 -0.031 0.007 -0.4618
C -1.679694 -1.268874 -1.709001 -0.415 -0.818 0.623 -0.2601
N -1.108139 -0.212231 -2.589185 -0.112 0.121 -0.145 -0.2102
C -1.530578 -0.419451 -3.981400 -0.181 -0.147 -0.677 -0.4109
C -1.610352 1.086753 -2.111703 -0.264 0.761 0.407 -0.4326
C 0.376001 -0.186128 -2.477091 1.171 -0.045 0.096 -0.2682
C 1.023353 -1.531346 -2.744579 -0.200 -0.208 0.292 -0.4381
H -4.503296 -3.693725 1.368078 0.028 -0.156 -0.037 0.2046
H -3.238070 -2.488139 1.158312 0.126 -0.040 -0.044 0.2506
H -4.513965 -2.656614 -0.057093 -0.035 -0.020 -0.171 0.1767
H -4.938524 -1.734601 2.824391 -0.065 -0.007 0.098 0.1959
H -6.213019 -1.942777 1.622808 0.006 -0.009 0.110 0.1897
H -5.759046 0.385044 1.667609 -0.030 0.060 -0.082 0.1945
H -5.013626 -0.214723 0.188107 -0.043 0.045 -0.093 0.1755
H -3.580387 0.370354 2.818914 0.059 -0.055 0.107 0.1964
H -2.791866 -0.278037 1.392532 0.121 -0.079 0.029 0.2236
H -4.176102 2.433131 1.624732 -0.084 0.049 -0.085 0.1916
H -3.569260 1.771663 0.112575 -0.047 0.025 -0.091 0.1684
H -1.923442 2.436125 2.590582 0.063 -0.010 0.117 0.1962
H -1.282531 1.570017 1.208373 0.048 -0.043 0.037 0.2372
H -2.425639 4.401066 1.240737 -0.089 0.020 -0.096 0.1974
H -1.982584 3.565821 -0.243942 -0.065 0.024 -0.097 0.1724
H -0.037322 4.079821 2.042713 0.049 0.064 0.101 0.1956
H -0.245559 5.171497 0.673706 0.064 0.044 0.074 0.1903
H 0.677618 2.270370 0.507855 -0.038 -0.122 -0.085 0.2389
H 0.408678 3.332949 -0.880090 -0.034 -0.069 -0.115 0.1707
H 2.359417 3.953956 1.374169 0.025 0.071 0.089 0.1946
H 2.133338 4.875328 -0.110130 -0.011 0.051 0.085 0.1915
H 2.840025 2.750440 -1.381417 0.019 0.007 -0.121 0.1819
H 4.090256 3.599445 -0.474250 0.033 -0.033 -0.092 0.1945
H 3.783830 2.010366 1.423315 -0.017 -0.003 0.110 0.1915
H 2.610023 1.109316 0.472913 -0.117 -0.057 0.102 0.2213
H 5.514184 1.610857 -0.322857 -0.017 0.033 -0.097 0.1939
H 4.367029 0.629023 -1.233833 0.018 0.012 -0.123 0.1835
H 5.149443 0.033602 1.646398 0.061 0.012 0.082 0.1903
H 6.020977 -0.641469 0.271919 0.051 -0.006 0.092 0.1928
H 3.018360 -0.964844 0.570396 0.045 0.008 -0.129 0.2297
H 4.099640 -1.893135 -0.461334 -0.062 -0.007 -0.084 0.1843
H 4.234027 -1.924156 2.582383 0.092 0.034 0.088 0.1920
H 5.054924 -3.021753 1.470650 0.045 0.056 0.075 0.1958
H 2.632866 -3.628614 0.656419 0.015 -0.138 -0.007 0.2134
H 3.199098 -4.296092 2.196703 -0.069 -0.042 -0.010 0.2038
H 1.995732 -2.583610 3.454572 -0.051 -0.081 -0.123 0.1765
H 0.885769 -3.460725 2.366988 0.066 0.028 0.136 0.1940
H 0.913759 -3.548891 -1.980730 -0.146 0.233 -0.016 0.1875
H -1.400502 -3.238949 -1.018600 -0.135 0.015 -0.074 0.2808
H -1.278545 -3.121207 -2.786713 0.019 -0.010 -0.006 0.2016
H -1.545706 -0.947628 -0.676083 -0.305 0.252 -0.328 0.2910
H -2.749358 -1.343722 -1.915130 0.030 0.177 -0.071 0.2200
H -1.225476 -1.403434 -4.327013 0.023 0.021 0.072 0.2275
H -2.614667 -0.345211 -4.053371 0.022 0.012 0.127 0.2240
H -1.081315 0.336519 -4.624098 0.047 0.025 0.113 0.2225
H -2.698471 1.097093 -2.134246 -0.023 -0.120 -0.068 0.2201
H -1.228632 1.889621 -2.740398 0.060 -0.082 -0.091 0.2176
H -1.270424 1.237250 -1.086044 0.043 -0.118 -0.057 0.2889
H 0.756402 0.580607 -3.155136 -0.200 0.041 -0.021 0.2104
H 0.603151 0.088367 -1.436743 -0.157 0.132 -0.302 0.3109
H 2.098468 -1.417102 -2.603483 0.008 0.047 -0.049 0.2443
H 0.849414 -1.891497 -3.761013 0.036 -0.023 -0.045 0.1967
```
Forces are in eV/Å.

As for the structure (SMILES): CCCCCCCCCCCCCCCCCCO[P@@](=O)([O-])OC1CC[N+](C)(C)CC1. As for the energy: -45741.62464 eV. For the LUMO energy, the calculation gives 0.1 eV.

---

# 2
5 unconnected molecules or ions with the total composition C25H54FN6O13S2. Source: OMol25; level of theory: the ωB97M-V functional and the def2-TZVPD basis.

XYZ file:
```
101
Properties=species:S:1:pos:R:3:forces:R:3:mulliken_charge:R:1
N -2.388903 -5.355534 5.103971 -0.072 -0.043 0.052 -0.6170
C -1.894201 -4.574536 4.255384 0.068 0.137 -0.031 -0.0201
C -1.584768 -4.916538 2.805433 0.072 -0.118 -0.259 -0.5877
C -1.872454 -3.783505 1.883503 -0.131 -0.104 -0.054 0.3181
N -1.080194 -2.759482 1.640588 0.089 0.075 0.036 -0.5501
C -1.722973 -1.980541 0.752468 -0.234 -0.073 0.048 0.6688
N -1.249714 -0.848326 0.248886 0.157 0.060 -0.045 0.0768
S 0.288003 -0.277710 0.776799 0.315 -0.123 0.017 -0.1166
C -2.000381 -0.043354 -0.728073 -0.135 0.521 0.295 0.1511
C -1.119294 0.844374 -1.604553 -0.563 -0.215 -0.367 -1.3729
C -1.930368 1.226733 -2.864245 0.817 0.090 0.352 -0.6705
S -1.699987 -0.007432 -4.118940 -0.516 -0.087 -0.025 1.1176
O -2.575531 0.270843 -5.204201 0.187 -0.007 0.062 -0.6533
O -1.693362 -1.311604 -3.501401 0.037 0.145 -0.059 -0.5027
O -0.203998 0.297875 -4.559215 0.016 -0.091 0.023 -0.4777
N -2.945773 -2.526303 0.457910 0.267 -0.200 -0.350 0.4674
C -4.073806 -2.088390 -0.371204 0.009 0.256 -0.215 -0.0619
O -4.799842 -1.231831 0.010576 -0.111 -0.036 0.092 -0.4798
N -4.138240 -2.692307 -1.614366 -0.364 -0.620 0.642 0.1246
C -3.491625 -3.964448 -1.798831 0.491 0.353 -0.273 0.4990
O -3.799845 -4.968025 -1.263094 -0.018 -0.155 0.009 -0.4360
F -2.479319 -3.859763 -2.638055 -0.450 -0.088 0.288 -0.0880
N -3.013870 -3.686935 1.197725 0.135 -0.034 0.226 -0.1836
H -2.596332 -6.277929 4.716684 -0.001 0.003 0.018 0.2572
H -1.628656 -3.561216 4.567717 0.007 -0.070 -0.008 0.4053
H -2.144088 -5.800702 2.485525 0.014 0.065 0.103 0.3113
H -0.519939 -5.151363 2.703556 -0.069 0.103 0.057 0.3089
H -0.021821 -0.083173 2.068202 -0.132 0.049 0.027 0.1651
H -2.692704 0.608472 -0.181410 -0.081 -0.175 -0.070 0.1602
H -2.565965 -0.707330 -1.378281 0.181 -0.071 0.014 -0.1158
H -0.828899 1.747107 -1.069371 0.130 -0.050 -0.095 0.8163
H -0.235985 0.296474 -1.938756 0.114 0.160 0.243 0.3976
H -3.001537 1.316421 -2.679097 0.040 0.065 -0.116 0.5339
H -1.525597 2.151680 -3.279080 -0.308 0.011 -0.064 0.1544
H 0.336718 -0.479174 -4.346500 0.028 0.053 -0.102 0.3685
H -5.108441 -2.733755 -1.925242 0.141 0.313 -0.293 0.3629
H -3.800166 -4.319545 1.158867 -0.040 0.065 -0.153 0.2483
C 0.463716 -8.872072 -1.974242 -0.017 -0.012 0.006 -0.7170
O -0.368833 -7.945734 -2.651776 0.081 0.030 -0.032 -0.4202
C -0.665909 -6.783035 -1.909803 -0.104 -0.061 -0.034 -0.3062
C 0.203169 -5.608855 -2.313948 0.125 0.036 0.086 -0.2790
O 1.565572 -5.831195 -2.008675 -0.001 -0.047 -0.005 -0.3925
C 2.343378 -6.252933 -3.118850 0.006 0.015 0.008 -0.7702
H 0.816417 -9.589385 -2.712054 -0.027 -0.009 -0.007 0.2620
H 1.323517 -8.380576 -1.514062 0.007 0.001 -0.002 0.3189
H -0.099960 -9.408966 -1.203929 0.010 0.017 0.020 0.3149
H -0.551310 -6.973942 -0.835155 0.016 0.008 0.004 0.2991
H -1.714894 -6.535973 -2.100587 0.009 0.025 0.028 0.2147
H -0.107425 -4.719008 -1.752811 -0.056 -0.009 -0.017 0.1852
H 0.071915 -5.396556 -3.380308 -0.009 -0.010 -0.006 0.3418
H 2.547971 -5.413193 -3.790852 -0.022 -0.006 -0.020 0.3090
H 1.846691 -7.047193 -3.679010 0.001 -0.006 -0.001 0.3442
H 3.286978 -6.628011 -2.728197 0.007 0.025 0.009 0.2569
C -1.938600 5.342196 -1.366292 -0.004 -0.020 0.025 -0.9226
O -0.715593 4.631353 -1.487183 -0.107 -0.109 -0.019 0.0431
C 0.103098 5.104460 -2.549936 0.059 -0.097 0.030 -0.5207
C 1.191431 6.029277 -2.050046 0.055 0.135 -0.014 -0.6692
O 0.659890 7.213135 -1.490045 -0.098 -0.054 -0.001 -0.4012
C 0.606518 7.213007 -0.073512 0.021 0.012 -0.013 -0.5141
H -2.358441 5.108146 -0.388616 -0.014 -0.014 -0.017 0.1360
H -1.783480 6.419720 -1.435995 0.001 0.003 0.014 0.3966
H -2.649680 5.032441 -2.140391 0.010 0.028 -0.021 0.3297
H -0.507116 5.613326 -3.302189 0.000 0.018 0.005 0.4365
H 0.569900 4.234457 -3.024049 -0.003 0.008 -0.002 0.2927
H 1.822920 6.315206 -2.896391 0.012 -0.016 0.007 0.4321
H 1.820120 5.506408 -1.320830 -0.005 -0.020 0.003 0.3015
H 1.603496 7.361263 0.354100 0.003 -0.034 0.015 0.3907
H 0.184454 6.282596 0.315213 -0.015 0.030 -0.007 0.0503
H -0.029868 8.042195 0.227996 0.020 0.011 0.000 0.2609
C 6.513426 1.052168 -0.625188 0.019 0.027 -0.001 -0.6556
O 6.737250 1.178806 0.766107 -0.051 -0.097 0.013 -0.3783
C 5.696191 1.837411 1.461383 0.113 0.048 -0.012 -0.4958
C 4.781832 0.863134 2.170806 -0.111 -0.003 0.018 -0.5296
O 4.076684 0.027253 1.263171 -0.048 0.019 -0.024 -0.1827
C 4.651373 -1.260888 1.118604 -0.019 -0.007 -0.014 -0.8662
H 7.238957 0.335991 -1.006278 0.022 0.019 0.004 0.2496
H 5.505324 0.688089 -0.840225 0.000 -0.009 -0.003 0.2423
H 6.664973 2.010203 -1.133683 -0.032 0.004 -0.004 0.3226
H 5.115789 2.467662 0.778596 -0.014 -0.007 -0.002 0.3020
H 6.158916 2.488006 2.209230 -0.020 0.015 -0.002 0.3651
H 4.039455 1.429491 2.741817 0.015 0.001 0.013 0.3507
H 5.358688 0.256632 2.875624 0.013 -0.003 -0.002 0.3399
H 4.426235 -1.888174 1.987795 0.031 0.006 0.013 0.3138
H 5.733734 -1.204380 0.989553 0.001 -0.001 -0.008 0.3755
H 4.211536 -1.717297 0.232897 -0.024 -0.002 0.013 0.2410
C -3.087311 4.434896 3.440953 0.014 0.002 0.016 -0.7160
O -1.919137 3.632983 3.481976 0.003 0.026 0.018 -0.4508
C -0.978979 3.941720 2.468696 -0.050 -0.138 0.034 0.6443
C 0.145254 4.823847 2.967114 0.075 0.104 -0.052 -0.7953
O -0.314716 6.104886 3.346734 -0.093 -0.017 -0.029 -0.3337
C -0.478641 6.270392 4.745423 0.027 0.017 0.002 -0.7553
H -3.614479 4.289414 4.381720 -0.008 -0.026 -0.008 0.2824
H -2.844193 5.493300 3.328141 -0.004 0.006 0.003 0.3228
H -3.742560 4.127662 2.617923 0.007 0.023 -0.021 0.2743
H -1.475840 4.417885 1.616047 0.031 0.007 0.001 -0.2768
H -0.552169 2.992747 2.126564 0.039 0.011 -0.074 0.1436
H 0.864530 4.961784 2.152763 0.016 -0.051 0.022 0.3793
H 0.664658 4.334631 3.798097 -0.017 -0.003 0.015 0.4284
H 0.491608 6.384634 5.239113 -0.002 -0.030 0.011 0.3046
H -1.011070 5.427052 5.190950 -0.007 0.001 0.001 0.3207
H -1.058316 7.178554 4.897553 0.021 0.016 -0.009 0.2495
```
Forces are in eV/Å.

As for the energy: -86734.16071 eV. The total charge is +1. For the LUMO energy, the calculation gives -3.1 eV.

---

Kohn-Sham gap / eV: 9.227 7.910